Model i:
Formula: C4H3I
Source: the Open Molecules 2025 dataset
Level of theory: the ωB97M-V functional and the def2-TZVPD basis

Output
E_LUMO (spin up / spin down), eV: -1.90 / -1.92

Geometry as ORCA input:
```
! wB97M-V def2-TZVPD RIJCOSX def2/J DEFGRID3
* xyz 0 1
C 0.85495 -2.57124 0.01433
C 0.63554 -1.44482 -0.32280
C 0.03245 1.84434 0.09990
C -0.67051 0.82258 -0.22936
I -2.59945 0.08179 -0.09038
H 0.99538 -3.56980 0.26348
H -0.40798 2.81331 0.30597
H 1.15961 2.02383 -0.04114
*
```

Löwdin population analysis, charges in e, atoms 1 to 2:
1. C -0.132
2. C -0.107

=====

Model ii:
Formula: C4H3I
Source: the Open Molecules 2025 dataset
Level of theory: the ωB97M-V functional and the def2-TZVPD basis

Output
E_LUMO, eV: -0.53

Geometry as ORCA input:
```
! wB97M-V def2-TZVPD RIJCOSX def2/J DEFGRID3
* xyz 0 1
C -1.75442 0.90104 0.01724
C -0.77103 0.05732 0.15499
C 0.41809 -0.38519 0.06576
C 1.50360 -1.08605 0.11798
I 3.39106 0.09166 0.02350
H -2.79052 0.66579 -0.42952
H -1.76040 1.85842 0.40371
H 1.76361 -2.10298 -0.35367
*
```

Löwdin population analysis, charges in e, atoms 1 to 2:
1. C 0.025
2. C -0.092

=====

Model iii:
Formula: C4H3I
Source: the Open Molecules 2025 dataset
Level of theory: the ωB97M-V functional and the def2-TZVPD basis

Output
E_LUMO, eV: 0.08

Geometry as ORCA input:
```
! wB97M-V def2-TZVPD RIJCOSX def2/J DEFGRID3
* xyz 0 1
C 1.35026 1.82416 -0.22562
C 1.22509 0.64557 -0.03021
C 0.89596 -0.64099 -0.03966
C 0.46528 -1.72891 0.27497
H 1.32252 2.90109 -0.33303
H 0.05016 -2.60411 0.10171
I -2.73887 -1.05275 -0.02745
H -2.57040 0.65594 0.27929
*
```

Löwdin population analysis, charges in e, atoms 1 to 2:
1. C 0.143
2. C -0.186

=====

Model iv:
Formula: C4H3I
Source: the Open Molecules 2025 dataset
Level of theory: the ωB97M-V functional and the def2-TZVPD basis

Output
E_LUMO, eV: -2.47

Geometry as ORCA input:
```
! wB97M-V def2-TZVPD RIJCOSX def2/J DEFGRID3
* xyz 0 1
C 0.65805 0.09296 0.51962
C -0.55498 0.14972 0.16069
C -2.80683 -0.01613 -0.92418
C 1.88978 0.17388 0.92750
I 3.62633 -0.55624 -0.09790
H -2.47965 -1.01696 -0.76538
H -2.45811 0.56617 -1.74491
H 2.12541 0.60659 1.92456
*
```

Löwdin population analysis, charges in e, atoms 1 to 2:
1. C -0.290
2. C 0.172

=====

Which of them is most stable? Easy: model ii.

=====

Model i:
Formula: C4H3I
Source: the Open Molecules 2025 dataset
Level of theory: the ωB97M-V functional and the def2-TZVPD basis

Output
E_LUMO, eV: -1.45

Geometry as ORCA input:
```
! wB97M-V def2-TZVPD RIJCOSX def2/J DEFGRID3
* xyz 0 1
C 0.46634 1.42087 2.20713
C 0.28434 -0.46590 -0.95829
C 0.40998 0.80673 1.15212
C -0.91660 -0.89945 -1.17466
I 2.12595 -0.58042 -1.81473
H 0.51705 1.92837 3.12680
H -1.14094 -1.56906 -1.99768
H -1.74611 -0.64115 -0.54069
*
```

Löwdin population analysis, charges in e, atoms 1 to 2:
1. C -0.105
2. C -0.717

=====

Model ii:
Formula: C4H3I
Source: the Open Molecules 2025 dataset
Level of theory: the ωB97M-V functional and the def2-TZVPD basis

Output
E_LUMO (spin up / spin down), eV: -0.01 / -0.01

Geometry as ORCA input:
```
! wB97M-V def2-TZVPD RIJCOSX def2/J DEFGRID3
* xyz 0 1
I -0.01697 2.45872 -1.48088
C 0.23961 0.85100 0.00545
C 0.75980 -0.44749 -0.49020
C 0.22244 -1.34096 0.33447
C -0.75186 -0.12453 0.48801
H 0.79632 1.27574 0.74174
H 0.31439 -2.44338 0.65198
H -1.56372 -0.22910 -0.25056
*
```

Löwdin population analysis, charges in e, atoms 1 to 2:
1. I 0.707
2. C -0.746

=====

Model iii:
Formula: C4H3I
Source: the Open Molecules 2025 dataset
Level of theory: the ωB97M-V functional and the def2-TZVPD basis

Output
E_LUMO, eV: -0.36

Geometry as ORCA input:
```
! wB97M-V def2-TZVPD RIJCOSX def2/J DEFGRID3
* xyz 0 1
C 0.15604 2.39538 -0.11273
C -1.61326 -0.46664 -0.34530
C -0.83964 -1.51494 -0.31931
C -0.50781 1.35790 -0.23034
I -3.63085 -0.14326 -0.17260
H 0.23305 -1.43169 -0.35810
H -1.24865 -2.51575 -0.27166
H 0.66981 3.31202 -0.12024
*
```

Löwdin population analysis, charges in e, atoms 1 to 2:
1. C -0.040
2. C -0.757

=====

Which of them is most stable? Easy: model ii.

=====

Model i:
Formula: C3H7N2O2
Source: the Open Molecules 2025 dataset
Level of theory: the ωB97M-V functional and the def2-TZVPD basis

Output
E_LUMO (spin up / spin down), eV: 4.30 / 4.30

Geometry as ORCA input:
```
! wB97M-V def2-TZVPD RIJCOSX def2/J DEFGRID3
* xyz -1 1
C 1.20384 -1.05546 0.62789
N 0.45849 -0.92823 -0.64778
O -0.85303 -1.38914 -0.52598
C 0.35603 0.51166 -0.97338
C -0.74414 1.03364 -0.13078
N -1.38343 -0.01242 0.65562
O -2.64717 0.02897 0.69248
H 1.35750 -2.06861 0.93579
H 2.15443 -0.40252 0.64245
H 0.59400 -0.56158 1.37766
H 0.27172 0.54868 -2.02941
H 1.24570 0.97347 -0.48125
H -0.41702 1.85317 0.52742
H -1.59693 1.46836 -0.67072
*
```

Löwdin population analysis, charges in e, atoms 1 to 2:
1. C -0.127
2. N -0.305

=====

Model ii:
Formula: C3H7N2O2
Source: the Open Molecules 2025 dataset
Level of theory: the ωB97M-V functional and the def2-TZVPD basis

Output
E_LUMO, eV: 4.25

Geometry as ORCA input:
```
! wB97M-V def2-TZVPD RIJCOSX def2/J DEFGRID3
* xyz -1 1
C -0.03130 1.27026 -0.15187
C -0.59088 0.16330 -1.05366
C 0.01176 -0.99168 -1.28796
N 0.69089 -0.98744 2.09466
N 0.23970 -2.11291 1.77172
O 0.27097 -3.16637 2.53451
O 1.06165 0.85972 0.55051
H 0.03834 2.08514 -0.94919
H -0.81979 1.65879 0.67295
H -1.45841 0.33626 -1.72690
H -0.51626 -1.76759 -1.94628
H 0.87011 -1.30743 -0.88028
H 0.65684 -0.00551 1.27433
H 1.05711 -1.00059 3.07479
*
```

Löwdin population analysis, charges in e, atoms 1 to 2:
1. C -0.419
2. C -0.201

=====

Model iii:
Formula: C3H7N2O2
Source: the Open Molecules 2025 dataset
Level of theory: the ωB97M-V functional and the def2-TZVPD basis

Output
E_LUMO, eV: 3.85

Geometry as ORCA input:
```
! wB97M-V def2-TZVPD RIJCOSX def2/J DEFGRID3
* xyz -1 1
N -1.99250 0.44186 0.52039
C -0.96057 0.04847 1.30794
O -0.96660 0.31586 2.51150
C 0.31378 -0.53432 0.73976
N 0.26837 -0.52084 -0.72546
C 1.34137 0.36142 -1.32374
O 2.52522 -0.22189 -1.31696
H -2.01867 0.10437 -0.43475
H -2.90586 0.70517 0.86044
H 0.63247 -1.47878 1.20399
H 1.11191 0.16360 1.01813
H 0.31307 -1.41785 -1.19464
H 1.33840 1.38200 -0.80711
H 0.99962 0.65093 -2.35951
*
```

Löwdin population analysis, charges in e, atoms 1 to 2:
1. N 0.139
2. C -0.540

=====

Model iv:
Formula: C3H7N2O2
Source: the Open Molecules 2025 dataset
Level of theory: the ωB97M-V functional and the def2-TZVPD basis

Output
E_LUMO, eV: 4.22

Geometry as ORCA input:
```
! wB97M-V def2-TZVPD RIJCOSX def2/J DEFGRID3
* xyz -1 1
C -1.37687 1.33537 -1.46248
C -1.51214 0.05366 -1.12985
N -2.72200 -0.65647 -1.08668
H -2.18372 1.99259 -1.77236
H -0.39099 1.75054 -1.29269
H -0.62009 -0.52713 -0.93953
H -3.52656 -0.07525 -0.88880
H -2.68103 -1.42736 -0.43664
N 2.61225 -0.23154 1.60835
C 1.40037 -0.21347 0.83350
O 0.51028 -1.00648 1.22634
O 1.39593 0.56074 -0.15164
H 3.16615 0.60195 1.49970
H 2.45526 -0.51434 2.56224
*
```

Löwdin population analysis, charges in e, atoms 1 to 2:
1. C -0.049
2. C -0.303

=====

Which of them is most stable? Easy: model iv.

=====

Model i:
Formula: C4H9Cl
Source: the Open Molecules 2025 dataset
Level of theory: the ωB97M-V functional and the def2-TZVPD basis

Output
E_LUMO (spin up / spin down), eV: 0.46 / 0.46

Geometry as ORCA input:
```
! wB97M-V def2-TZVPD RIJCOSX def2/J DEFGRID3
* xyz 0 1
C -1.86596 0.18650 -0.58265
C 1.30942 0.22642 -0.61866
C 0.30607 -0.33039 1.79865
C 0.27043 0.51529 0.49255
Cl 0.19038 2.27342 0.82097
H -1.60927 0.61868 -1.55975
H -1.94152 -0.92132 -0.51263
H -2.37608 0.64251 0.25021
H 2.23389 -0.13130 -0.17284
H 1.00777 -0.70069 -1.35296
H 1.35075 1.07385 -1.24704
H 0.10289 -1.34975 1.54091
H -0.47858 0.03023 2.37292
H 1.23268 -0.18319 2.45308
*
```

Löwdin population analysis, charges in e, atoms 1 to 2:
1. C 0.053
2. C -0.165

=====

Model ii:
Formula: C4H9Cl
Source: the Open Molecules 2025 dataset
Level of theory: the ωB97M-V functional and the def2-TZVPD basis

Output
E_LUMO, eV: 1.03

Geometry as ORCA input:
```
! wB97M-V def2-TZVPD RIJCOSX def2/J DEFGRID3
* xyz 0 1
C 2.86520 -0.35395 -0.06139
C 1.35355 -0.28098 0.28748
C 0.55564 0.73233 -0.30918
C -0.80765 0.82169 0.22960
Cl -2.03603 -0.46881 -0.08999
H 3.47044 0.55955 0.13174
H 2.87305 -0.69298 -0.96684
H 3.17210 -1.46027 0.35356
H 0.95095 -0.31771 1.32146
H 0.66812 -0.89854 -0.21597
H 0.74993 1.06067 -1.37910
H 1.12983 1.63156 -0.01197
H -1.60234 1.82665 0.26479
H -0.59998 0.74641 1.15307
*
```

Löwdin population analysis, charges in e, atoms 1 to 2:
1. C -0.049
2. C -0.303

=====

Which of them is most stable? Easy: model i.

=====

Model i:
Formula: C7H17NO
Source: the Open Molecules 2025 dataset
Level of theory: the ωB97M-V functional and the def2-TZVPD basis

Output
E_LUMO, eV: 0.80

Geometry as ORCA input:
```
! wB97M-V def2-TZVPD RIJCOSX def2/J DEFGRID3
* xyz 0 1
C 1.48489 0.86802 0.26926
C 0.17515 1.73928 0.12943
N -0.58601 1.54495 1.38834
C 0.05778 2.53366 2.33729
C -1.92588 1.19525 1.56068
C -2.31391 0.11850 0.57132
O -2.53453 1.73188 2.46172
H 2.35520 1.53928 0.53687
H 1.47011 0.39451 -0.72734
H 1.38915 0.26166 1.15154
H 0.13367 2.74959 -0.34626
H -0.38662 1.20607 -0.67406
H 0.07565 3.43156 1.70733
H -0.50601 2.55730 3.23296
H 1.04954 2.13543 2.66998
H -1.56141 -0.68812 0.67522
H -2.10028 0.55102 -0.40310
H -3.24010 -0.40978 0.43030
C 1.53289 -2.54280 -2.18794
C 0.22478 -3.29879 -2.04845
H 1.75413 -1.86151 -1.36492
H 2.38438 -3.20919 -2.27787
H 1.62729 -2.03347 -3.14580
H -0.35758 -3.40603 -2.96737
H 0.28065 -4.30589 -1.59216
H -0.48292 -2.80238 -1.38700
*
```

Löwdin population analysis, charges in e, atoms 1 to 2:
1. C -0.068
2. C -0.237

=====

Model ii:
Formula: C7H17NO
Source: the Open Molecules 2025 dataset
Level of theory: the ωB97M-V functional and the def2-TZVPD basis

Output
E_LUMO, eV: 0.99

Geometry as ORCA input:
```
! wB97M-V def2-TZVPD RIJCOSX def2/J DEFGRID3
* xyz 0 1
C 2.19241 0.64711 1.36356
C 1.73687 0.83696 -0.07415
C 2.51534 -0.03235 -1.04748
C 0.00393 0.71232 -0.20302
C -0.41511 -0.69851 -0.35030
N -0.12085 -1.56001 0.74650
C -2.20061 -0.48916 -0.52318
C -2.94331 0.80127 -0.23651
O -2.77746 -1.51370 0.30510
H 1.62861 1.29009 2.04784
H 2.09554 -0.38683 1.70599
H 3.25308 0.90633 1.48096
H 1.90064 1.88757 -0.34158
H 3.58141 0.23168 -1.04530
H 2.15841 0.09977 -2.07400
H 2.45144 -1.09392 -0.78688
H -0.21321 1.29095 -1.10221
H -0.37975 1.18263 0.70402
H -0.05030 -1.14299 -1.27915
H -0.80597 -2.30204 0.89087
H 0.77121 -2.03141 0.63712
H -2.38982 -0.79664 -1.55591
H -4.03187 0.66640 -0.29433
H -2.67441 1.57719 -0.95875
H -2.73887 1.17037 0.77556
H -2.54734 -1.25308 1.21525
*
```

Löwdin population analysis, charges in e, atoms 1 to 2:
1. C -0.111
2. C -0.371

=====

Model iii:
Formula: C7H17NO
Source: the Open Molecules 2025 dataset
Level of theory: the ωB97M-V functional and the def2-TZVPD basis

Output
E_LUMO, eV: 0.96

Geometry as ORCA input:
```
! wB97M-V def2-TZVPD RIJCOSX def2/J DEFGRID3
* xyz 0 1
C -1.30270 -1.02538 -1.37966
C -1.09261 0.44633 -0.99569
N -1.64526 0.86087 0.28737
C 0.41610 1.10707 -1.36380
C 0.40701 2.54106 -0.85568
O 1.53033 0.41234 -0.93735
H -1.11031 -1.69427 -0.54685
H -0.64305 -1.29447 -2.20192
H -2.33325 -1.18597 -1.69574
H -1.64906 1.02999 -1.73772
H -1.60180 0.11853 0.97495
H -2.61423 1.14058 0.19916
H 0.43437 1.07009 -2.46028
H 0.20003 2.54767 0.21347
H 1.37116 3.00895 -1.05037
H -0.36529 3.12008 -1.35630
H 1.53753 0.39172 0.07371
C 0.76759 -0.33736 2.53032
C 0.77048 -0.97165 1.36768
C 1.21868 -2.37738 1.13974
H 1.17200 -0.78095 3.42852
H 0.39250 0.66951 2.62528
H 0.14480 -0.56188 0.53972
H 2.07273 -2.64141 1.76313
H 1.51165 -2.50607 0.09933
H 0.41056 -3.08802 1.33900
*
```

Löwdin population analysis, charges in e, atoms 1 to 2:
1. C -0.056
2. C -0.385

=====

Which of them is most stable? Easy: model ii.